(1)
{
  "formula": "C2HF4P",
  "method": "ωB97M-V/def2-TZVPD",
  "elements": ["F", "C", "P", "C", "F", "F", "F", "H"],
  "xyz": [[-0.2623, -1.9951, -1.6376], [-0.7629, -1.0321, -0.7187], [-0.2938, -1.2206, 0.9263], [-1.4114, 0.1771, 1.6426], [-1.1393, 1.3432, 0.9381], [-1.0188, 0.4679, 2.9037], [-2.6790, -0.0193, 1.7132], [-1.6772, -0.5723, -1.2486]],
  "e_above_lowest_kcal_mol": 44.4,
  "e_lumo_ev": -0.838,
  "homo_energy_ev": -10.28
}

(2)
{
  "formula": "F3HN2",
  "method": "ωB97M-V/def2-TZVPD",
  "elements": ["N", "N", "F", "F", "F", "H"],
  "xyz": [[-0.4528, 0.3308, -0.4202], [0.7708, 0.0990, -0.0142], [-1.0203, 1.5465, -0.0851], [1.1528, -0.8804, -0.8251], [1.0169, -0.5897, 1.3353], [-1.4674, -0.5061, 0.0093]],
  "e_above_lowest_kcal_mol": 86.7,
  "e_lumo_ev": -0.447,
  "homo_energy_ev": -11.47
}

(3)
{
  "formula": "CH2EuFLiO",
  "method": "ωB97M-V/def2-TZVPD",
  "elements": ["C", "O", "Li", "Eu", "F", "H", "H"],
  "xyz": [[-0.0183, -0.5200, 0.7935], [0.4986, 0.7597, -0.3829], [1.8703, 1.7631, 0.1230], [-0.8591, 0.6110, -2.1637], [-1.4891, -0.9966, -0.7560], [-0.8305, -0.4121, 1.5130], [0.8281, -1.2051, 0.8732]],
  "spin_multiplicity": 9,
  "charge": 1,
  "e_above_lowest_kcal_mol": 0.0,
  "s_squared": 20.02,
  "e_lumo_ev": [-4.552, -4.494],
  "homo_energy_ev": [-10.85, -14.04]
}

(4)
{
  "formula": "C6H24N2O4",
  "method": "ωB97M-V/def2-TZVPD",
  "elements": ["C", "C", "N", "C", "C", "N", "C", "C", "H", "H", "H", "H", "H", "H", "H", "H", "H", "H", "H", "H", "H", "H", "H", "H", "O", "H", "H", "O", "H", "H", "O", "H", "H", "O", "H", "H"],
  "xyz": [[2.1098, 1.4107, -2.5279], [1.2329, 1.8772, -1.3200], [1.2611, 0.8863, -0.2326], [1.0387, 1.5895, 1.0726], [-0.2434, 1.1987, 1.7118], [-1.3972, 1.5863, 0.8840], [-2.7022, 1.3840, 1.4854], [-3.1641, -0.0675, 1.6058], [2.0643, 0.3287, -2.5669], [1.7967, 1.7731, -3.5143], [3.1318, 1.7302, -2.3845], [0.2161, 2.0841, -1.6157], [1.7158, 2.7998, -1.0054], [0.4958, 0.2190, -0.3157], [1.1415, 2.7016, 1.0385], [1.8776, 1.5195, 1.8150], [-0.3218, 0.1037, 1.8973], [-0.4429, 1.6317, 2.7038], [-1.4085, 1.0365, 0.0334], [-3.5352, 1.9800, 1.1044], [-2.6259, 1.9347, 2.4628], [-3.8989, -0.1701, 2.3950], [-3.6180, -0.4047, 0.6533], [-2.4151, -0.7754, 1.9637], [-1.0349, -2.9094, 0.5258], [-0.9168, -3.8507, 0.3304], [-1.9397, -2.6728, 0.6849], [2.0002, -3.0754, 0.8984], [1.2239, -2.9024, 0.3461], [2.2879, -3.9628, 0.6431], [-0.8388, -1.2011, -2.0822], [-0.2612, -1.8610, -2.4938], [-0.3665, -0.4004, -2.3273], [2.2613, -1.7216, -1.6179], [2.3493, -1.3861, -0.7127], [2.9264, -2.4141, -1.5385]],
  "e_above_lowest_kcal_mol": 37.7,
  "e_lumo_ev": 0.374,
  "homo_energy_ev": -8.57
}

(5)
{
  "formula": "C49H52INO6S",
  "method": "ωB97M-V/def2-TZVPD",
  "elements": ["C", "C", "C", "C", "C", "C", "C", "C", "C", "C", "C", "C", "C", "C", "O", "C", "O", "C", "N", "C", "S", "C", "C", "C", "C", "I", "H", "H", "H", "H", "H", "H", "H", "H", "H", "H", "H", "H", "H", "H", "H", "H", "H", "H", "H", "H", "H", "H", "H", "H", "H", "H", "H", "H", "H", "H", "H", "H", "H", "H", "H", "H", "O", "C", "C", "C", "C", "C", "C", "C", "C", "O", "C", "C", "C", "C", "C", "C", "H", "H", "H", "H", "H", "H", "H", "H", "O", "C", "C", "C", "C", "C", "C", "C", "C", "O", "C", "C", "C", "C", "C", "C", "H", "H", "H", "H", "H", "H", "H", "H"],
  "xyz": [[8.4844, 3.7616, 2.7655], [9.6888, 3.3282, 1.7403], [9.6586, 1.7589, 1.2675], [8.1275, 1.2134, 0.8739], [7.5893, 0.4047, 2.1939], [6.2297, -0.4808, 1.9650], [6.1429, -1.2701, 0.5311], [6.8713, -2.7731, 0.5649], [6.0005, -3.8562, -0.3046], [4.9885, -4.8015, 0.5763], [4.2233, -4.0388, 1.8092], [2.8750, -3.2010, 1.3686], [2.6895, -1.9979, 2.4897], [1.3478, -1.0784, 2.2736], [0.8026, -0.9719, 3.6677], [0.2219, 0.3702, 4.0023], [-0.0220, 0.8986, 5.2107], [0.0274, 0.9960, 2.4989], [-0.4080, 2.4335, 2.3184], [-1.4111, 2.3762, 1.3436], [-2.7942, 2.0849, 0.3395], [1.4842, 0.5075, 1.8828], [1.9067, 0.9562, 0.3639], [1.5397, -0.1269, -0.8107], [2.3452, 0.3980, -2.1794], [4.0454, -0.8638, -2.7310], [7.4290, 3.5808, 2.2801], [8.6404, 4.8872, 3.0764], [8.5601, 3.1130, 3.7474], [9.7258, 4.0990, 0.8580], [10.7070, 3.4758, 2.3459], [10.1530, 1.0734, 2.1058], [10.3386, 1.6578, 0.3000], [7.4454, 2.0948, 0.5154], [8.3024, 0.5188, -0.0810], [7.3123, 1.2341, 3.0060], [8.4761, -0.2093, 2.6488], [6.2376, -1.3260, 2.8083], [5.2408, 0.1453, 2.1806], [6.4938, -0.6552, -0.4006], [4.9868, -1.5047, 0.3481], [6.9350, -3.1105, 1.6902], [7.9967, -2.6640, 0.1930], [5.4064, -3.3811, -1.2175], [6.7881, -4.5973, -0.8102], [5.5003, -5.7701, 0.9887], [4.1423, -5.1706, -0.1807], [3.8425, -4.8968, 2.5464], [4.9008, -3.3396, 2.4609], [1.9422, -3.9092, 1.3996], [3.0539, -2.8101, 0.2753], [3.6034, -1.2669, 2.5428], [2.6303, -2.5240, 3.5583], [0.4818, -1.6497, 1.7308], [-0.7466, 0.2578, 2.0186], [2.3193, 0.9289, 2.5863], [3.0731, 1.1522, 0.3019], [1.3894, 1.9848, 0.1030], [0.3976, -0.0209, -1.0499], [1.7712, -1.2438, -0.5485], [1.5750, 0.5499, -3.0760], [2.7750, 1.4809, -1.9484], [-6.3206, -0.6244, 0.9853], [-6.0389, -1.7597, 1.3484], [-6.7570, -2.9237, 0.7901], [-7.7519, -2.7265, -0.1763], [-8.4068, -3.8236, -0.7376], [-8.0709, -5.1170, -0.3384], [-7.0923, -5.3147, 0.6371], [-6.4384, -4.2155, 1.2070], [-5.4174, -4.4334, 2.2510], [-5.1766, -5.5647, 2.6564], [-4.6859, -3.2720, 2.7946], [-3.6896, -3.4710, 3.7596], [-2.9696, -2.3827, 4.2546], [-3.2406, -1.0965, 3.7889], [-4.2430, -0.8943, 2.8378], [-4.9713, -1.9843, 2.3433], [-8.0155, -1.7201, -0.4968], [-9.1759, -3.6691, -1.4912], [-8.5724, -5.9727, -0.7850], [-6.8389, -6.3270, 0.9476], [-3.4691, -4.4729, 4.1243], [-2.1937, -2.5396, 5.0009], [-2.6728, -0.2493, 4.1676], [-4.4506, 0.1135, 2.4817], [-6.1605, 2.0419, -6.7083], [-6.1297, 2.9436, -5.8799], [-5.9864, 2.6345, -4.4425], [-5.8641, 1.3017, -4.0286], [-5.6882, 1.0042, -2.6764], [-5.6326, 2.0329, -1.7363], [-5.7719, 3.3603, -2.1447], [-5.9554, 3.6614, -3.4997], [-6.1198, 5.0671, -3.9202], [-6.1475, 5.9647, -3.0861], [-6.2432, 5.3776, -5.3582], [-6.3633, 6.7112, -5.7708], [-6.4465, 7.0169, -7.1301], [-6.4095, 5.9953, -8.0787], [-6.3044, 4.6644, -7.6688], [-6.2264, 4.3543, -6.3048], [-5.9009, 0.4939, -4.7574], [-5.5888, -0.0309, -2.3572], [-5.4828, 1.8018, -0.6840], [-5.7327, 4.1578, -1.4045], [-6.3878, 7.5144, -5.0362], [-6.5357, 8.0532, -7.4487], [-6.4647, 6.2343, -9.1386], [-6.2794, 3.8726, -8.4158]],
  "e_above_lowest_kcal_mol": 252.2,
  "e_lumo_ev": -1.230,
  "homo_energy_ev": -9.65
}

(6)
{
  "formula": "C3H6Cl2Si",
  "method": "ωB97M-V/def2-TZVPD",
  "elements": ["C", "C", "C", "Si", "Cl", "Cl", "H", "H", "H", "H", "H", "H"],
  "xyz": [[0.1691, -1.6211, 0.8248], [0.6787, -0.4538, 0.4703], [-0.8126, 1.4818, -0.9261], [2.2733, 0.4773, 0.5438], [2.7850, 0.8158, -1.4523], [1.7965, 2.2648, 1.5890], [0.5777, -2.1902, 1.7247], [-0.6113, -2.2087, 0.4826], [-0.9801, 2.1920, -0.1514], [-1.3461, 0.5061, -0.8117], [0.0298, 1.6857, -1.5947], [3.5030, -0.2149, 0.8377]],
  "e_above_lowest_kcal_mol": 114.8,
  "e_lumo_ev": [-0.768, 0.074],
  "homo_energy_ev": [-8.77, -8.97]
}

(7)
{
  "formula": "C2H5ClS",
  "method": "ωB97M-V/def2-TZVPD",
  "elements": ["C", "C", "S", "Cl", "H", "H", "H", "H", "H"],
  "xyz": [[-0.1030, 1.5535, -0.0274], [-0.4476, -1.1279, -0.1765], [1.1122, -1.9849, -0.3885], [-1.2607, -0.9952, 1.2949], [1.0260, 1.4709, -0.2776], [-0.7497, 1.9061, -0.7893], [-0.5054, 1.4878, 0.9811], [-1.0610, -0.9534, -1.0443], [1.9892, -1.3569, 0.4278]],
  "e_above_lowest_kcal_mol": 79.8,
  "e_lumo_ev": [-0.202, 0.278],
  "homo_energy_ev": [-8.63, -8.08]
}

(8)
{
  "formula": "C53H112F9N6O9S3",
  "method": "ωB97M-V/def2-TZVPD",
  "elements": ["C", "C", "C", "N", "C", "C", "C", "C", "C", "H", "H", "H", "H", "H", "H", "H", "H", "H", "H", "H", "H", "H", "H", "H", "H", "H", "H", "C", "C", "C", "N", "C", "C", "C", "C", "C", "H", "H", "H", "H", "H", "H", "H", "H", "H", "H", "H", "H", "H", "H", "H", "H", "H", "H", "C", "C", "C", "N", "C", "C", "C", "C", "C", "H", "H", "H", "H", "H", "H", "H", "H", "H", "H", "H", "H", "H", "H", "H", "H", "H", "H", "C", "C", "C", "N", "C", "C", "C", "C", "C", "H", "H", "H", "H", "H", "H", "H", "H", "H", "H", "H", "H", "H", "H", "H", "H", "H", "H", "C", "C", "C", "N", "C", "C", "C", "C", "C", "C", "H", "H", "H", "H", "H", "H", "H", "H", "H", "H", "H", "H", "H", "H", "H", "H", "H", "H", "H", "H", "C", "C", "C", "N", "C", "C", "C", "C", "C", "C", "H", "H", "H", "H", "H", "H", "H", "H", "H", "H", "H", "H", "H", "H", "H", "H", "H", "H", "H", "H", "C", "F", "F", "F", "S", "O", "O", "O", "C", "F", "F", "F", "S", "O", "O", "O", "C", "F", "F", "F", "S", "O", "O", "O"],
  "xyz": [[-11.7797, 2.3009, 4.0857], [-10.6076, 1.7854, 3.3884], [-9.4912, 0.8530, 4.0859], [-8.1447, 0.8302, 3.1873], [-8.5459, 0.6755, 1.6932], [-7.1476, 2.0296, 3.4183], [-6.2052, 1.6412, 4.6131], [-6.4123, 0.1341, 4.9627], [-7.2440, -0.3249, 3.7400], [-12.4150, 2.9470, 3.4799], [-11.5064, 2.6270, 5.0892], [-12.3943, 1.4624, 4.4132], [-10.2060, 2.6336, 2.8340], [-10.9964, 1.2649, 2.5132], [-9.8528, -0.1651, 4.2299], [-9.0781, 1.2143, 5.0277], [-7.6912, 0.4066, 1.0724], [-8.7575, 1.6486, 1.2500], [-9.3724, -0.0313, 1.6208], [-6.6835, 2.2887, 2.4667], [-7.7151, 2.9114, 3.7157], [-5.2144, 1.9544, 4.2838], [-6.3249, 2.1569, 5.5658], [-5.4024, -0.2739, 5.0035], [-6.9349, -0.0659, 5.8982], [-6.5705, -0.6407, 2.9432], [-7.6846, -1.2826, 4.0171], [-4.1443, -9.0210, -1.1598], [-3.3166, -9.4255, 0.0878], [-3.6994, -8.5941, 1.3959], [-2.6786, -8.4197, 2.5880], [-3.4224, -7.7240, 3.7000], [-1.3227, -7.6912, 2.3367], [-0.2636, -8.5161, 3.1636], [-0.7925, -9.9122, 3.1197], [-2.3232, -9.8446, 3.0588], [-4.2871, -7.9511, -1.3114], [-5.1495, -9.4196, -1.0229], [-3.6692, -9.4897, -2.0216], [-2.2344, -9.3939, -0.0379], [-3.3153, -10.5110, 0.1871], [-4.7159, -8.8540, 1.6916], [-3.8019, -7.5229, 1.2224], [-3.7550, -6.7477, 3.3476], [-2.8749, -7.6782, 4.6414], [-4.3935, -8.2013, 3.8318], [-1.3559, -6.6774, 2.7357], [-0.9618, -7.6428, 1.3093], [-0.0587, -8.3318, 4.2182], [0.6672, -8.3120, 2.6344], [-0.5037, -10.4230, 4.0383], [-0.3837, -10.3123, 2.1918], [-2.8030, -9.8980, 4.0361], [-2.7847, -10.6775, 2.5283], [-2.7887, -0.5773, -10.7070], [-3.6959, -1.1541, -9.6791], [-2.8554, -2.0901, -8.7069], [-3.3539, -2.1765, -7.1902], [-2.5193, -3.3054, -6.5186], [-4.9371, -2.3501, -7.1159], [-5.4997, -1.4776, -5.9173], [-4.2214, -0.8430, -5.3135], [-3.1570, -0.8217, -6.4670], [-2.3723, -1.4091, -11.2753], [-2.1419, 0.2463, -10.4046], [-3.3628, -0.1175, -11.5114], [-4.4019, -1.6785, -10.3230], [-4.3234, -0.4751, -9.1017], [-1.7833, -1.9154, -8.6169], [-2.9032, -3.0816, -9.1571], [-2.9568, -4.2697, -6.7775], [-2.7063, -3.2643, -5.4456], [-1.4492, -3.2323, -6.7129], [-5.0063, -3.4351, -7.0387], [-5.3053, -1.9380, -8.0555], [-6.1454, -2.0642, -5.2638], [-6.1534, -0.7099, -6.3312], [-3.6509, -1.3701, -4.5487], [-4.4837, 0.1575, -4.9695], [-2.1587, -0.5474, -6.1263], [-3.4234, -0.0674, -7.2074], [-6.1851, 8.7936, 0.6232], [-4.7953, 9.1511, 0.1604], [-3.5307, 8.3253, 0.4811], [-2.2361, 8.4877, -0.4063], [-2.6326, 8.1062, -1.8161], [-1.7533, 9.9140, -0.4016], [-0.2556, 9.8695, -0.8108], [0.2227, 8.5454, -0.2564], [-0.9977, 7.7125, 0.0066], [-6.2830, 8.9814, 1.6925], [-6.2685, 7.7100, 0.5403], [-7.0171, 9.2262, 0.0676], [-4.4974, 10.1107, 0.5829], [-4.9468, 9.4450, -0.8782], [-3.6618, 7.2452, 0.5463], [-3.2219, 8.6468, 1.4758], [-3.4856, 8.6773, -2.1827], [-2.9148, 7.0545, -1.8629], [-1.8092, 8.2968, -2.5044], [-2.2889, 10.5338, -1.1208], [-1.8957, 10.4055, 0.5608], [-0.1914, 9.6715, -1.8808], [0.2787, 10.7757, -0.5256], [0.8713, 8.1068, -1.0146], [0.8161, 8.7397, 0.6370], [-0.9946, 6.7739, -0.5476], [-0.9988, 7.2876, 1.0104], [7.7262, -8.9304, -5.7842], [7.4774, -7.4718, -5.4060], [6.9507, -7.2888, -4.0012], [6.5177, -5.7684, -3.6456], [5.6049, -5.2634, -4.6969], [4.8364, -4.0028, -4.3493], [4.2828, -4.0445, -2.8954], [5.0918, -4.5849, -1.7722], [5.9288, -5.7729, -2.2382], [7.8771, -5.0044, -3.5722], [8.1429, -9.4680, -4.9324], [8.5512, -9.1216, -6.4705], [6.7887, -9.3069, -6.1933], [6.9572, -7.1249, -6.2988], [8.4878, -7.0631, -5.3986], [7.6888, -7.5005, -3.2275], [6.0408, -7.8867, -3.9500], [4.9203, -6.1070, -4.7858], [6.1659, -5.0866, -5.6145], [4.0993, -3.7395, -5.1079], [5.4186, -3.0824, -4.3936], [3.4221, -4.7084, -2.8137], [4.0109, -3.0626, -2.5082], [4.4703, -4.8575, -0.9193], [5.7592, -3.7950, -1.4276], [5.3408, -6.6841, -2.3476], [6.6829, -5.9157, -1.4642], [7.8763, -4.0918, -2.9762], [8.1929, -4.9046, -4.6107], [8.5426, -5.6191, -2.9661], [12.8429, 4.5297, 5.7116], [11.2605, 4.6125, 5.8333], [10.4231, 3.8146, 4.8546], [8.8800, 4.0594, 5.1604], [8.5237, 2.9782, 6.2233], [7.0608, 2.9839, 6.4135], [6.3112, 2.4993, 5.1614], [6.5868, 3.6453, 4.1137], [8.1056, 3.8889, 3.8300], [8.6339, 5.4695, 5.6551], [13.1473, 4.8374, 6.7120], [13.2295, 5.2313, 4.9725], [13.1894, 3.5036, 5.5876], [11.0996, 5.6724, 5.6363], [10.9368, 4.5029, 6.8684], [10.6914, 2.7614, 4.7724], [10.5619, 4.2069, 3.8472], [8.9086, 2.1665, 5.6059], [9.1806, 3.0406, 7.0909], [6.9261, 2.1811, 7.1384], [6.5890, 3.9064, 6.7517], [6.6868, 1.5282, 4.8390], [5.2332, 2.4636, 5.3189], [6.1661, 3.3808, 3.1436], [6.0482, 4.5352, 4.4393], [8.4676, 2.9562, 3.3975], [8.2615, 4.6722, 3.0882], [7.5695, 5.6771, 5.5454], [9.2141, 6.2318, 5.1353], [8.9484, 5.4143, 6.6973], [0.4037, 4.1234, -5.6000], [-0.3046, 3.3121, -4.8225], [-0.5043, 4.8508, -6.2444], [1.2663, 4.8721, -4.8498], [1.4242, 2.9208, -6.7893], [0.3931, 2.5281, -7.7934], [2.5167, 3.6772, -7.3764], [1.8333, 1.7888, -5.9322], [0.7848, 5.9486, 7.1681], [0.0199, 7.0116, 6.8649], [0.8176, 5.1409, 6.0795], [2.0055, 6.4432, 7.3928], [0.0964, 4.9451, 8.6740], [-0.4169, 5.8780, 9.7142], [-0.9879, 4.0735, 8.1337], [1.2656, 4.2394, 9.1868], [0.3867, 0.7685, 0.8391], [1.5281, 0.1711, 1.2112], [0.1083, 1.7856, 1.7048], [0.4726, 1.4000, -0.2833], [-1.1541, -0.4001, 0.7970], [-1.2555, -1.0080, 2.1183], [-2.3258, 0.3872, 0.4549], [-0.7580, -1.3658, -0.2286]],
  "charge": 3,
  "e_lumo_ev": -4.459,
  "homo_energy_ev": -9.85
}